C29H44As3CrF3N4O7S3 | ωB97M-V/def2-TZVPD

## Properties
**Energy relative to the best compared isomer or geometry (same formula, charge and spin)**: 39.9 kcal/mol
**Frontier orbital gap (alpha / beta)**: 6.5 / 7.1 eV
**Charge**: +1
**HOMO level (alpha / beta)**: -10.191 / -10.189 eV
**Multiplicity**: 2
**E_tot**: -11122.87723 hartree
**LUMO level (alpha / beta)**: -3.67 / -3.14 eV

Last column: Mulliken spin population.
Cartesian coordinates (Å):
Cr  0.018  0.352  -0.946  1.12
C  -0.987  4.788  0.407  0.00
As  -1.817  3.077  0.275  0.00
C  -3.395  3.424  -0.733  0.00
C  -2.497  2.507  1.967  0.00
C  -1.555  2.203  3.144  0.00
C  -0.641  3.404  3.422  0.00
C  -0.711  0.927  2.997  0.00
As  0.649  0.500  1.641  0.02
C  1.874  2.018  1.610  0.00
C  1.690  -0.554  2.893  0.00
C  -2.444  2.033  4.400  0.00
As  -3.757  0.585  4.776  0.00
C  -2.524  -0.749  5.505  0.00
C  -4.114  -0.333  3.085  0.00
H  -1.369  5.308  1.283  0.00
H  -1.231  5.351  -0.491  0.00
H  0.091  4.674  0.483  0.00
H  -3.888  4.226  -0.180  0.00
H  -4.020  2.540  -0.791  0.00
H  -3.131  3.745  -1.736  0.00
H  -3.137  1.652  1.748  0.00
H  -3.153  3.340  2.241  0.00
H  0.030  3.617  2.592  0.00
H  -0.024  3.212  4.301  0.00
H  -1.231  4.302  3.624  0.00
H  -1.368  0.058  2.956  -0.01
H  -0.145  0.830  3.925  0.00
H  2.012  2.410  2.615  0.00
H  1.528  2.801  0.941  0.00
H  2.824  1.636  1.236  0.00
H  2.078  0.146  3.632  0.00
H  2.518  -1.058  2.408  0.00
H  1.041  -1.278  3.380  0.00
H  -3.026  2.950  4.526  0.00
H  -1.783  1.983  5.271  0.00
H  -1.978  -0.312  6.341  0.00
H  -1.817  -1.125  4.765  0.00
H  -3.112  -1.582  5.887  0.00
H  -4.736  0.276  2.429  0.00
H  -4.699  -1.211  3.362  0.00
H  -3.230  -0.665  2.545  0.00
O  1.978  -1.327  -5.705  0.00
C  1.795  -2.436  -4.962  0.00
C  2.077  -3.661  -5.562  0.00
C  1.926  -4.834  -4.854  0.00
C  1.477  -4.825  -3.532  0.00
C  1.189  -3.618  -2.941  0.01
C  1.352  -2.408  -3.631  -0.01
C  1.035  -1.153  -2.961  0.00
O  0.563  -1.214  -1.706  -0.04
N  1.219  -0.026  -3.557  0.00
N  0.761  1.054  -2.764  0.00
C  0.555  2.113  -3.467  0.00
S  0.111  3.650  -2.770  0.00
C  -0.509  4.308  -4.334  0.00
C  0.454  3.866  -5.417  0.00
S  0.754  2.098  -5.193  0.00
H  1.766  -0.550  -5.153  0.00
H  2.423  -3.657  -6.587  0.00
H  2.158  -5.776  -5.337  0.00
H  1.360  -5.743  -2.975  0.00
H  0.820  -3.582  -1.927  0.00
H  -0.562  5.391  -4.240  0.00
H  -1.505  3.898  -4.499  0.00
H  1.402  4.399  -5.352  0.00
H  0.030  4.000  -6.411  0.00
F  -3.158  -0.047  0.020  0.00
C  -2.955  -0.832  -1.076  -0.01
F  -4.120  -1.188  -1.567  0.00
F  -2.288  -1.910  -0.649  0.00
S  -1.884  0.155  -2.247  -0.02
O  -1.781  -0.649  -3.441  -0.02
O  -2.597  1.424  -2.332  -0.01
O  -0.614  2.010  -0.287  -0.03
O  -0.031  -3.074  2.138  0.00
C  1.075  -3.918  2.458  0.00
N  1.448  -4.816  1.407  0.00
C  2.463  -4.703  0.486  0.00
O  2.822  -5.670  -0.150  0.00
C  3.111  -3.371  0.248  0.00
C  4.426  -3.356  -0.206  0.00
C  4.989  -2.148  -0.556  0.00
C  4.218  -0.997  -0.442  0.00
N  2.952  -0.990  -0.028  0.00
C  2.418  -2.176  0.292  0.00
H  -0.771  -3.627  1.859  0.00
H  0.842  -4.513  3.340  0.00
H  1.899  -3.248  2.691  0.00
H  1.073  -5.754  1.434  0.00
H  4.974  -4.286  -0.289  0.00
H  6.009  -2.084  -0.909  0.00
H  4.644  -0.031  -0.691  0.00
H  1.379  -2.174  0.602  0.01

C29H44BrN3P2Pt | ωB97M-V/def2-TZVPD

## Properties
**Energy relative to the best compared isomer or geometry (same formula, charge and spin)**: 76.9 kcal/mol
**Frontier orbital gap (alpha / beta)**: 6.7 / 5.1 eV
**Charge**: +4
**HOMO level (alpha / beta)**: -18.568 / -19.524 eV
**Multiplicity**: 5
**E_tot**: -4669.87360 hartree
**LUMO level (alpha / beta)**: -11.90 / -14.46 eV

Last column: Mulliken spin population.
Cartesian coordinates (Å):
C  -0.097  6.397  -3.382  0.27
C  -0.170  5.026  -3.810  -0.08
C  -0.597  4.913  -5.164  0.26
C  -0.769  6.062  -5.965  0.29
N  -0.618  7.310  -5.548  -0.07
C  -0.296  7.454  -4.272  0.29
C  0.130  3.958  -2.901  0.17
C  0.410  3.458  -1.776  -0.08
C  -0.082  3.082  -0.516  0.08
C  0.614  2.970  0.691  0.00
C  0.219  1.953  1.552  0.05
C  -0.935  1.262  1.291  0.01
C  -1.754  1.513  0.121  0.00
C  -1.412  2.602  -0.658  -0.03
Pt  0.064  0.280  -0.653  0.77
P  1.974  -1.231  0.912  0.30
H  -0.820  3.962  -5.635  0.01
H  0.116  6.652  -2.348  0.01
H  -1.050  5.992  -7.014  0.00
H  -0.190  8.481  -3.948  0.00
H  -1.956  2.949  -1.553  0.00
H  1.413  3.692  0.842  0.01
H  -2.746  1.130  -0.045  0.01
H  0.805  1.796  2.430  0.01
C  2.544  -2.820  1.861  0.09
C  3.662  -3.655  1.234  0.02
H  1.614  -3.397  1.988  -0.01
H  2.817  -2.562  2.900  0.00
H  3.952  -4.495  1.887  0.01
H  3.368  -4.086  0.270  0.00
H  4.574  -3.064  1.071  0.00
C  2.647  -1.387  -0.834  0.06
C  3.737  -0.406  -1.260  0.00
H  1.722  -1.150  -1.407  0.03
H  2.909  -2.430  -1.084  0.00
H  3.810  -0.404  -2.354  0.00
H  3.515  0.624  -0.959  0.00
H  4.722  -0.676  -0.862  0.00
C  3.018  -0.035  1.875  0.09
C  4.483  -0.418  2.115  0.04
H  2.505  0.063  2.840  0.00
H  2.923  0.944  1.385  -0.01
H  5.043  0.441  2.507  0.00
H  4.569  -1.232  2.843  0.00
H  4.969  -0.729  1.187  0.00
Br  -0.610  -2.726  3.287  0.91
P  -1.280  -1.911  -0.169  0.11
C  -0.162  -3.357  -0.539  0.13
C  -0.481  -4.730  -1.148  0.02
H  0.382  -3.499  0.417  -0.03
H  0.557  -2.829  -1.192  -0.01
H  0.464  -5.169  -1.488  0.00
H  -0.908  -5.446  -0.443  0.00
H  -1.140  -4.715  -2.018  0.00
C  -2.842  -2.316  0.947  0.10
C  -3.911  -3.421  0.718  0.04
H  -3.391  -1.362  1.052  0.00
H  -2.396  -2.498  1.967  0.05
H  -4.365  -3.711  1.687  0.00
H  -4.753  -3.078  0.087  0.01
H  -3.522  -4.348  0.262  0.00
C  -1.993  -1.349  -1.729  0.01
C  -2.371  -2.254  -2.863  0.02
H  -1.209  -0.587  -2.053  0.02
H  -2.814  -0.702  -1.372  0.00
H  -2.787  -1.604  -3.622  0.00
H  -1.535  -2.775  -3.304  0.00
H  -3.126  -2.976  -2.610  0.00
C  0.003  0.111  4.215  -0.04
C  -1.280  0.503  3.629  0.01
N  -1.686  0.576  2.344  0.00
C  -3.075  0.615  2.335  0.00
C  -3.453  0.995  3.564  0.00
N  -2.333  0.789  4.376  0.00
H  0.230  0.789  5.042  0.00
H  -0.018  -0.920  4.627  0.02
H  0.758  0.137  3.432  0.04
H  -3.687  0.565  1.446  0.00
H  -4.359  1.470  3.904  0.00
H  -2.264  0.945  5.362  0.00